# C38H63F15N6O10

A 8-piece molecular cluster, C38H63F15N6O10 overall at a distorted geometry (ωB97M-V/def2-TZVPD, the Open Molecules 2025 dataset).

Each atom is followed by the atoms it is bonded to, with distances in Å.
Element x y z (Å)
1 C 3.557 -0.382 2.697  C2 1.484, H9 1.084, H10 1.140, H11 1.091
2 C 2.893 0.758 2.017  C1 1.484, N3 1.498, H12 1.103, H13 1.117
3 N 3.499 1.192 0.718  C2 1.498, C4 1.389, C7 1.343
4 C 4.859 1.158 0.436  N3 1.389, C5 1.357, H14 1.063
5 C 4.975 1.421 -0.890  C4 1.357, N6 1.361, H15 1.082
6 N 3.730 1.669 -1.381  C5 1.361, C7 1.352, C8 1.514
7 C 2.825 1.565 -0.382  N3 1.343, N6 1.352, H16 1.042
8 C 3.483 2.196 -2.779  N6 1.514, H17 1.111, H18 1.051, H19 1.094
9 H 4.469 -0.119 3.218  C1 1.084
10 H 3.783 -1.190 1.924  C1 1.140
11 H 2.836 -0.795 3.404  C1 1.091
12 H 2.982 1.665 2.639  C2 1.103
13 H 1.826 0.663 1.701  C2 1.117
14 H 5.630 0.834 1.092  C4 1.063
15 H 5.879 1.547 -1.470  C5 1.082
16 H 1.800 1.546 -0.571  C7 1.042
17 H 4.507 2.263 -3.204  C8 1.111
18 H 2.982 3.113 -2.887  C8 1.051
19 H 3.079 1.349 -3.342  C8 1.094
20 C -5.040 -2.562 -3.467  C21 1.543, H28 1.099, H29 1.118, H30 1.072
21 C -3.508 -2.747 -3.500  C20 1.543, N22 1.444, H31 1.086, H32 1.082
22 N -2.832 -1.472 -3.470  C21 1.444, C23 1.385, C26 1.343
23 C -2.843 -0.506 -2.478  N22 1.385, C24 1.385, H33 1.096
24 C -2.055 0.537 -2.937  C23 1.385, N25 1.340, H34 1.038
25 N -1.684 0.210 -4.182  C24 1.340, C26 1.342, C27 1.508
26 C -2.127 -1.012 -4.516  N22 1.343, N25 1.342, H35 1.069
27 C -0.656 1.021 -4.930  N25 1.508, H36 1.045, H37 1.093, H38 1.071
28 H -5.348 -2.213 -2.472  C20 1.099
29 H -5.529 -3.567 -3.511  C20 1.118
30 H -5.375 -1.977 -4.301  C20 1.072
31 H -3.076 -3.216 -4.379  C21 1.086
32 H -3.305 -3.336 -2.615  C21 1.082
33 H -3.219 -0.748 -1.477  C23 1.096
34 H -1.859 1.461 -2.506  C24 1.038
35 H -1.946 -1.485 -5.459  C26 1.069
36 H -0.900 2.037 -4.909  C27 1.045
37 H -0.685 0.593 -5.936  C27 1.093
38 H 0.298 0.804 -4.494  C27 1.071
39 C 1.336 1.474 4.917  C40 1.523, H47 1.122, H48 1.077, H49 1.080
40 C 0.750 2.753 4.335  C39 1.523, N41 1.460, H50 1.077, H51 1.101
41 N -0.665 2.577 4.024  C40 1.460, C42 1.342, C45 1.336
42 C -1.728 2.940 4.761  N41 1.342, C43 1.375, H52 1.083
43 C -2.830 2.758 3.958  C42 1.375, N44 1.369, H53 1.109
44 N -2.363 2.345 2.740  C43 1.369, C45 1.331, C46 1.419
45 C -1.046 2.166 2.811  N41 1.336, N44 1.331, H54 1.127
46 C -3.096 2.053 1.560  N44 1.419, H55 1.091, H56 1.109, H57 1.069
47 H 0.880 1.211 5.908  C39 1.122
48 H 2.398 1.578 5.070  C39 1.077
49 H 1.292 0.706 4.160  C39 1.080
50 H 1.235 3.058 3.423  C40 1.077
51 H 0.872 3.532 5.103  C40 1.101
52 H -1.689 3.163 5.819  C42 1.083
53 H -3.922 2.891 4.099  C43 1.109
54 H -0.408 1.818 1.950  C45 1.127
55 H -2.527 1.363 0.935  C46 1.091
56 H -3.473 2.928 0.993  C46 1.109
57 H -3.939 1.492 1.906  C46 1.069
58 C -0.746 -0.988 -8.439  O59 1.519, O60 1.263, C61 1.699, H72 1.100
59 O 0.750 -1.138 -8.654  C58 1.519, C65 1.435
60 O -1.253 -0.786 -7.299  C58 1.263
61 C -1.201 0.309 -9.437  C58 1.699, F62 1.378, F63 1.351, F64 1.348
62 F -2.574 0.343 -9.553  C61 1.378
63 F -0.765 1.511 -9.000  C61 1.351
64 F -0.823 0.200 -10.727  C61 1.348
65 C 1.640 -0.668 -7.632  O59 1.435, C66 1.524, H70 1.059, H71 1.062
66 C 1.608 -1.607 -6.431  C65 1.524, H67 1.132, H68 1.080, H69 1.088
67 H 0.600 -1.503 -5.928  C66 1.132
68 H 1.659 -2.654 -6.691  C66 1.080
69 H 2.407 -1.247 -5.786  C66 1.088
70 H 1.339 0.320 -7.398  C65 1.059
71 H 2.563 -0.629 -8.155  C65 1.062
72 H -1.088 -1.883 -8.979  C58 1.100
73 C -0.192 -0.340 0.895  O74 1.503, O75 1.362, C76 1.533, H87 1.135
74 O -0.191 -0.772 2.334  C73 1.503, C80 1.414
75 O 0.171 0.968 0.775  C73 1.362
76 C 0.756 -1.305 0.174  C73 1.533, F77 1.375, F78 1.382, F79 1.309
77 F 1.509 -0.743 -0.829  C76 1.375
78 F 1.691 -1.928 0.979  C76 1.382
79 F 0.139 -2.320 -0.377  C76 1.309
80 C -1.376 -1.203 2.975  O74 1.414, C81 1.541, H85 1.125, H86 1.111
81 C -1.087 -1.032 4.480  C80 1.541, H82 1.077, H83 1.081, H84 1.045
82 H -0.409 -1.814 4.778  C81 1.077
83 H -0.683 -0.062 4.733  C81 1.081
84 H -1.950 -1.164 5.053  C81 1.045
85 H -1.624 -2.266 2.705  C80 1.125
86 H -2.195 -0.581 2.555  C80 1.111
87 H -1.243 -0.554 0.524  C73 1.135
88 C -5.540 -1.369 0.681  O89 1.489, O90 1.355, C91 1.509, H102 1.111
89 O -5.394 -2.800 0.294  C88 1.489, C95 1.432
90 O -4.518 -0.524 0.407  C88 1.355
91 C -6.814 -0.956 -0.016  C88 1.509, F92 1.367, F93 1.311, F94 1.390
92 F -7.989 -1.590 0.277  C91 1.367
93 F -7.017 0.324 0.179  C91 1.311
94 F -6.704 -1.107 -1.394  C91 1.390
95 C -4.576 -3.636 1.121  O89 1.432, C96 1.483, H100 1.127, H101 1.096
96 C -3.351 -4.014 0.377  C95 1.483, H97 1.083, H98 1.088, H99 1.100
97 H -3.032 -3.116 -0.139  C96 1.083
98 H -2.496 -4.415 0.916  C96 1.088
99 H -3.642 -4.670 -0.457  C96 1.100
100 H -5.247 -4.517 1.326  C95 1.127
101 H -4.398 -3.115 2.069  C95 1.096
102 H -5.783 -1.445 1.763  C88 1.111
103 C -2.223 1.090 9.325  O104 1.535, O105 1.264, C106 1.594, H117 1.150
104 O -1.885 -0.405 9.425  C103 1.535, C110 1.389
105 O -2.352 1.669 10.441  C103 1.264
106 C -0.938 1.578 8.517  C103 1.594, F107 1.367, F108 1.393, F109 1.356
107 F -1.021 2.890 8.143  C106 1.367
108 F 0.217 1.492 9.291  C106 1.393
109 F -0.646 0.935 7.360  C106 1.356
110 C -2.647 -0.987 10.430  O104 1.389, C111 1.549, H115 1.104, H116 1.116
111 C -2.385 -2.512 10.488  C110 1.549, H112 1.096, H113 1.125, H114 1.107
112 H -2.318 -2.864 9.452  C111 1.096
113 H -1.485 -2.756 11.118  C111 1.125
114 H -3.170 -2.956 11.129  C111 1.107
115 H -3.726 -0.788 10.303  C110 1.104
116 H -2.449 -0.444 11.384  C110 1.116
117 H -3.124 1.022 8.614  C103 1.150
118 C 7.401 2.626 -3.472  O119 1.563, O120 1.298, C121 1.541, H132 1.185
119 O 6.763 1.237 -3.796  C118 1.563, C125 1.392
120 O 6.793 3.196 -2.476  C118 1.298
121 C 8.925 2.546 -3.256  C118 1.541, F122 1.332, F123 1.428, F124 1.313
122 F 9.350 2.315 -2.015  C121 1.332
123 F 9.596 1.529 -4.000  C121 1.428
124 F 9.458 3.676 -3.660  C121 1.313
125 C 6.812 0.815 -5.122  O119 1.392, C126 1.529, H130 1.066, H131 1.090
126 C 6.077 -0.520 -5.247  C125 1.529, H127 1.098, H128 1.071, H129 1.110
127 H 6.137 -1.061 -6.200  C126 1.098
128 H 6.393 -1.209 -4.489  C126 1.071
129 H 5.056 -0.266 -4.895  C126 1.110
130 H 7.827 0.849 -5.444  C125 1.066
131 H 6.372 1.615 -5.718  C125 1.090
132 H 7.276 3.095 -4.553  C118 1.185

Output
- largest force on an atom (eV/A) = 3.90
- E_HOMO (hartree) = -0.1372
- M (u) = 1048.924
- total charge = -2

Results of the Mulliken charge analysis, in e, for atoms 1 through 8: atom 1 (C): -1.77, atom 2 (C): 0.88, atom 3 (N): 0.42, atom 4 (C): -0.82, atom 5 (C): -0.06, atom 6 (N): 0.51, atom 7 (C): -1.09, atom 8 (C): -0.56